Entry 1:
The following is a DFT calculation (ωB97M-V/def2-TZVPD) of C8H7O4P as an isolated structure.

## Properties
max |F|: 5.59 eV Å⁻¹
energy: -25886.8567 eV
ΔE to the lowest compared entry with this formula, charge and spin: 1.811 eV

ORCA input file:
```
! RIJCOSX wB97M-V def2-TZVPD def2/J DEFGRID3
* xyz 0 1
C 1.543 0.473 -1.760
C 1.459 1.421 -0.881
C 0.544 -0.508 -1.906
C 0.523 1.483 0.083
C -0.472 -0.542 -0.972
C -0.462 0.486 0.011
C -2.454 -1.256 1.679
C -1.469 0.318 1.145
O -2.994 2.950 3.377
O -1.070 -0.767 1.881
O -2.737 -0.155 0.887
O -1.633 1.496 1.990
P -3.001 1.606 2.856
H 2.500 0.395 -2.320
H 2.230 2.146 -0.831
H 0.693 -1.293 -2.617
H 0.413 2.368 0.669
H -1.442 -1.059 -0.991
H -2.386 -2.236 1.273
H -3.142 -1.110 2.546
*
```



Entry 2:
The following is a DFT calculation (ωB97M-V/def2-TZVPD) of a 10-piece molecular cluster, C36H66F2N8O8 overall.

## Properties
max |F|: 3.48 eV Å⁻¹
SMILES: Fc1ccccc1.Fc1ccccc1.CN(C)C=O.CN(C)C=O.CN(C)C=O.CN(C)C=O.CN(C)C=O.CN(C)C=O.CN(C)C=O.CN(C)C=O
energy: -72136.3718 eV
ΔE to the lowest compared entry with this formula, charge and spin: 0.000 eV

ORCA input file:
```
! RIJCOSX wB97M-V def2-TZVPD def2/J DEFGRID3
* xyz 0 1
F 10.376 11.841 7.813
C 11.494 11.004 8.071
C 12.774 11.467 7.664
C 13.827 10.562 7.885
C 13.588 9.297 8.451
C 12.285 8.882 8.749
C 11.208 9.735 8.544
H 12.992 12.426 7.218
H 14.834 10.847 7.621
H 14.455 8.672 8.607
H 12.099 7.936 9.236
H 10.202 9.380 8.713
F 19.769 11.700 8.426
C 19.317 10.402 8.594
C 17.950 10.178 8.921
C 17.463 8.883 8.983
C 18.355 7.799 8.885
C 19.670 8.000 8.562
C 20.154 9.322 8.387
H 17.216 10.970 8.953
H 16.404 8.737 9.134
H 17.870 6.843 9.016
H 20.364 7.227 8.266
H 21.218 9.302 8.198
C 12.551 19.402 8.657
N 13.093 18.420 9.639
C 14.001 19.027 10.597
C 12.727 17.129 9.679
O 11.975 16.553 8.903
H 13.362 20.003 8.245
H 11.917 20.077 9.233
H 11.895 18.970 7.902
H 14.803 19.613 10.148
H 13.453 19.665 11.290
H 14.525 18.245 11.147
H 13.045 16.522 10.541
C 17.479 7.639 12.650
N 16.840 7.992 13.852
C 17.686 7.833 15.113
C 15.590 8.461 13.991
O 15.055 8.678 15.086
H 16.736 7.344 11.910
H 18.011 6.692 12.738
H 18.230 8.328 12.261
H 17.663 6.753 15.256
H 18.718 8.184 15.089
H 17.271 8.262 16.025
H 15.038 8.614 13.051
C 16.842 11.925 16.087
N 16.399 13.209 16.646
C 15.651 14.009 15.653
C 16.469 13.579 17.948
O 15.858 14.563 18.362
H 15.996 11.288 15.830
H 17.392 11.305 16.795
H 17.434 12.174 15.207
H 14.606 13.706 15.716
H 15.658 15.079 15.859
H 16.099 13.820 14.678
H 16.993 12.857 18.594
C 16.444 18.993 14.244
N 16.077 17.668 13.775
C 14.802 17.213 14.284
C 16.829 16.906 13.002
O 16.507 15.818 12.544
H 16.371 19.122 15.323
H 15.677 19.690 13.904
H 17.353 19.434 13.834
H 14.699 17.383 15.356
H 13.973 17.777 13.854
H 14.605 16.147 14.171
H 17.747 17.447 12.723
C 14.054 13.697 11.876
N 14.868 12.519 11.506
C 16.277 12.771 11.583
C 14.313 11.343 11.194
O 15.028 10.377 10.887
H 13.061 13.583 11.440
H 14.275 14.634 11.366
H 13.994 13.784 12.961
H 16.623 13.710 11.150
H 16.581 12.779 12.630
H 16.883 11.939 11.226
H 13.217 11.344 11.091
C 7.858 15.455 11.555
N 9.161 14.873 11.343
C 9.240 13.740 10.377
C 10.255 15.375 11.854
O 11.388 14.964 11.738
H 7.745 15.965 12.511
H 7.073 14.700 11.603
H 7.650 16.181 10.768
H 8.752 14.024 9.445
H 10.224 13.405 10.048
H 8.713 12.833 10.673
H 9.980 16.253 12.459
C 11.357 13.096 14.762
N 11.714 11.847 14.145
C 12.912 11.173 14.718
C 11.066 11.399 13.021
O 11.235 10.342 12.445
H 10.313 13.342 14.571
H 12.107 13.854 14.532
H 11.373 13.004 15.848
H 12.746 10.724 15.697
H 13.308 10.458 13.996
H 13.766 11.822 14.908
H 10.359 12.154 12.645
C 16.579 16.516 9.403
N 16.204 16.124 8.059
C 15.505 17.102 7.245
C 16.226 14.811 7.692
O 15.694 14.341 6.680
H 15.754 17.059 9.864
H 17.309 17.313 9.258
H 16.894 15.701 10.054
H 15.390 16.823 6.198
H 14.464 17.210 7.549
H 15.887 18.118 7.354
H 16.772 14.167 8.398
*
```



no.,molecular weight (g mol⁻¹),HOMO energy (eV)
1,198.11,-9.701
2,776.97,-8.478